7
Properties=species:S:1:pos:R:3 method="wB97M-V/def2-TZVPD" multiplicity=1 gap_ev=9.24
C -0.584 -0.275 0.427
H -0.751 -0.896 1.281
H 0.085 0.627 0.632
H 2.196 1.027 -0.782
Cl -2.180 0.320 -0.192
Cl 0.208 -1.366 -0.679
Cl 1.027 0.564 -0.687

---

8
Properties=species:S:1:pos:R:3 method="wB97M-V/def2-TZVPD" multiplicity=1 gap_ev=8.02
C -0.648 1.884 -0.622
Si -0.805 0.376 0.629
Cl -1.619 3.255 -0.039
Cl -1.288 1.317 -2.199
Cl 1.275 -4.709 1.639
H 0.345 2.291 -0.833
H 2.074 -4.591 0.650
H 0.666 0.177 0.776

---

8
Properties=species:S:1:pos:R:3 method="wB97M-V/def2-TZVPD" multiplicity=1 gap_ev=11.08
Cl -1.981 -1.093 -0.531
Si -0.543 -0.428 0.731
C 1.018 -0.912 -0.304
Cl 1.743 -2.406 0.326
Cl 2.125 0.436 -0.367
H -0.832 -0.952 2.154
H -0.279 1.087 0.575
H 0.905 -1.110 -1.427

---

8
Properties=species:S:1:pos:R:3 method="wB97M-V/def2-TZVPD" multiplicity=1 gap_ev="7.42 / 7.43"
C -0.441 0.840 0.046
N 0.058 -1.894 0.579
F -0.297 2.089 0.299
S 0.681 -0.032 1.050
Cl 2.576 0.327 -0.145
H -1.470 0.573 0.331
H -0.263 0.871 -1.111
H 0.630 -2.520 1.128

---

7
Properties=species:S:1:pos:R:3 method="wB97M-V/def2-TZVPD" multiplicity=1 gap_ev=10.09
C 1.705 0.385 -0.021
P 0.099 0.347 0.131
F -0.293 -1.232 0.600
H 2.334 -0.385 0.508
H 2.275 1.087 -0.505
Cl -3.693 -0.147 -0.066
H -2.426 -0.054 -0.647

---

8
Properties=species:S:1:pos:R:3 method="wB97M-V/def2-TZVPD" multiplicity=3 s_squared=2.01 gap_ev="6.37 / 7.24"
C 1.331 0.205 -0.667
Si -0.916 -0.293 0.843
Cl 0.898 1.692 -1.486
I -1.967 -2.384 0.013
I -2.268 1.703 0.473
H 1.115 -0.608 -1.428
H 2.081 0.430 0.033
H -0.273 -0.744 2.219

---

7
Properties=species:S:1:pos:R:3 method="wB97M-V/def2-TZVPD" multiplicity=1 gap_ev=10.33
C 1.099 -0.897 -0.938
N 0.257 -0.001 -0.864
Cl -0.664 0.337 -2.396
H 1.508 -1.347 -1.913
H 1.558 -1.313 -0.087
I -1.315 2.135 3.387
H -2.444 1.086 2.811

---

7
Properties=species:S:1:pos:R:3 method="wB97M-V/def2-TZVPD" multiplicity=1 gap_ev=10.91
Cl 0.949 1.733 -0.552
C 0.040 0.445 0.223
N 0.392 -0.848 0.105
N -0.847 -0.471 -0.627
H -0.178 0.710 1.286
H 1.330 -0.916 -0.346
H -1.686 -0.653 -0.089

---

9
Properties=species:S:1:pos:R:3 method="wB97M-V/def2-TZVPD" multiplicity=1 gap_ev="8.43 / 8.53"
C -1.686 -0.659 0.205
N 1.464 0.247 -0.693
N 1.113 0.339 0.683
O -1.827 -1.764 0.566
O -0.106 0.710 0.888
Cl -2.873 0.336 -0.676
H 0.717 -0.088 -1.167
H 1.617 1.189 -1.093
H 1.579 -0.311 1.287

---

9
Properties=species:S:1:pos:R:3 method="wB97M-V/def2-TZVPD" multiplicity=1 gap_ev=10.26
O -0.042 -0.310 -1.768
N -0.233 -0.901 -0.714
O -0.296 -2.090 -0.449
C -0.438 -0.049 0.515
N 0.435 1.283 0.574
Cl 2.104 0.696 0.348
H -0.186 -0.678 1.274
H -1.469 0.225 0.482
H 0.127 1.824 -0.263

---

9
Properties=species:S:1:pos:R:3 method="wB97M-V/def2-TZVPD" multiplicity=1 gap_ev=9.05
C -0.353 0.700 0.816
N 0.307 0.117 -0.288
Cl 2.236 -0.276 0.309
N -0.149 -0.849 -1.135
O -1.332 -0.841 -1.164
O 0.630 -1.422 -1.807
H -1.238 1.024 0.475
H -0.172 -0.053 1.668
H 0.071 1.601 1.127

---

10
Properties=species:S:1:pos:R:3 method="wB97M-V/def2-TZVPD" multiplicity=1 total_charge=+1 gap_ev=7.42
C 0.687 0.023 0.355
P -1.709 5.001 -0.528
P -1.899 3.632 -2.155
P 0.128 3.790 -1.255
P -2.655 2.903 -0.192
P -0.568 2.346 0.340
Cl -0.237 3.160 2.047
H 1.386 0.168 1.135
H 1.171 -0.507 -0.603
H -0.159 -0.489 0.657

---

The ΔE to the lowest compared entry with this formula, charge and spin results, record by record, are as follows: 600.1 673.7 420.6 356.4 224.9 215.9 143.4 322.7 248.1 206.0 380.8 267.0 kJ/mol.